# C2H4N4S

A cluster of 2 separate species, C2H4N4S in total at a distorted geometry (ωB97M-V with the def2-TZVPD basis set, the Open Molecules 2025 dataset).

Properties
energy above the lowest of the compared OMol25 structures with the same formula, charge and spin	113.6	kcal per mole
DFT total energy	-18929.627	eV
HOMO	-8.76	eV
orbital gap	0.31022	Eh

Geometry as XYZ:
```
11
Properties=species:S:1:pos:R:3:forces:R:3
C 0.23053 1.59553 1.19157 -1.967 -0.316 1.723
C 0.51611 -1.51964 0.66916 0.274 -0.156 -0.574
N 0.83144 1.54866 0.19024 -0.372 -0.567 2.041
N 1.65803 -1.66694 0.59041 -0.125 0.020 0.140
N 1.63848 1.65919 -0.68209 0.258 2.597 -2.918
N -1.53314 -1.11665 -1.02901 2.852 -2.055 2.390
S -1.13494 -1.22313 0.73062 -1.082 -0.156 -1.322
H -0.70550 1.22800 1.66251 1.104 0.727 -0.858
H 2.22399 0.90348 -0.84958 1.132 -1.991 0.080
H -2.48767 -1.14652 -1.10595 -2.971 -0.394 0.008
H -1.23733 -0.26197 -1.36787 0.897 2.292 -0.709
```
Positions in Å, forces in eV/Å.



# C2H4N6

A cluster of 2 separate species, C2H4N6 in total at a distorted geometry (ωB97M-V with the def2-TZVPD basis set, the Open Molecules 2025 dataset).

Properties
energy above the lowest of the compared OMol25 structures with the same formula, charge and spin	180.9	kcal per mole
DFT total energy	-11070.372	eV
HOMO	-9.26	eV
orbital gap	0.31854	Eh

Geometry as XYZ:
```
12
Properties=species:S:1:pos:R:3:forces:R:3
C 0.19840 0.02830 -0.33413 1.958 -2.003 4.412
C 1.13894 1.05720 -0.00188 -6.299 0.503 -2.571
H -3.13537 -0.27477 -0.57248 4.295 -1.070 2.326
H -2.19623 -1.51496 1.18046 0.398 3.200 -3.861
H -1.17709 1.43695 0.29641 0.024 -3.395 -1.498
H 0.75874 2.05166 0.04894 0.124 1.100 0.410
N -2.05418 -0.66385 -0.15617 -2.261 0.418 1.182
N -1.03869 0.41710 -0.16700 -5.654 0.886 0.796
N 2.28589 0.77294 -0.01020 8.500 -1.724 0.956
N 2.69861 -0.59445 -0.15692 3.824 3.105 -0.675
N 1.93134 -1.51216 -0.14549 -3.249 -0.849 0.737
N 0.58964 -1.20395 0.01845 -1.660 -0.171 -2.214
```
Positions in Å, forces in eV/Å.



# C2H4NO

A structure of composition C2H4NO at a distorted geometry (ωB97M-V with the def2-TZVPD basis set, the Open Molecules 2025 dataset).

Properties
energy above the lowest of the compared OMol25 structures with the same formula, charge and spin	82.6	kcal per mole
DFT total energy	-5663.749	eV
HOMO (spin up / spin down)	-16.31 / -16.33	eV
net charge	+1
orbital gap (spin up / spin down)	0.31060 / 0.31321	Eh

Geometry as XYZ:
```
8
Properties=species:S:1:pos:R:3:forces:R:3
C 0.39967 0.45250 -0.36325 0.675 0.077 0.343
C -0.51008 -0.41183 0.20778 2.050 -1.430 -3.328
N -2.34159 -0.40252 0.02210 -3.208 2.591 -0.705
O -2.91036 0.53593 -0.21237 1.511 -2.115 0.465
H 1.02196 0.38118 -1.29333 -1.182 -0.227 0.742
H -0.61664 -0.24093 1.21681 -0.414 -0.094 2.436
H -0.60226 -1.43768 -0.21205 0.501 0.713 0.540
H 0.68248 1.24101 0.32753 0.067 0.484 -0.492
```
Positions in Å, forces in eV/Å.